Below is the molecule C2H4N2S2, with properties calculated with ωB97M-V/def2-TZVPD.

Last column: Löwdin charge in e.
Atoms and positions in Å:
C -0.4395 0.3450 1.7567  -0.547
C 0.3108 0.6822 -0.7929  -0.969
H -0.2232 -2.2578 1.0452  0.088
H 1.0724 -2.3630 2.2387  0.078
H -0.3771 1.5195 2.2079  0.149
H 1.2140 1.0223 -0.1762  0.028
N 0.4985 -1.7870 1.6365  -0.009
N 0.3429 -0.5018 2.2099  -0.113
S -1.1411 0.1101 0.0993  0.801
S 0.7159 0.6360 -2.4758  0.493

LUMO level, eV: -0.6
Largest force on an atom, eV Å⁻¹: 4.3
Energy above the lowest of the compared OMol25 structures with the same formula, charge and spin, kcal/mol: 82.9
E_HOMO, eV: -8.80
SMILES: N/N=C\SC=S
Multiplicity: 1